Formula: C2H4BrNO3
Source: OMol25
Level of theory: ωB97M-V/def2-TZVPD

Last column: natural (NBO) charge in e.
Element x y z (Å)
1 O 1.069 -2.096 0.845  -0.401
2 N 0.655 -1.494 -0.097  0.388
3 O -0.531 -2.090 -0.680  -0.576
4 C 1.030 -0.403 -0.690  -0.244
5 Br 2.641 0.213 0.000  0.108
6 H -0.837 -2.905 -0.086  0.507
7 H 0.867 -0.303 -1.721  0.244
8 C -0.605 1.514 -0.092  0.263
9 O -1.104 1.104 0.930  -0.510
10 H -1.269 1.654 -1.080  0.097
11 H 0.404 1.949 -0.220  0.125

Energy relative to the best compared isomer or geometry (same formula, charge and spin), kJ/mol: 262.5
Highest occupied orbital energy, Eh: -0.3464
Lowest unoccupied orbital energy, eV: 0.006
F_max, eV Å⁻¹: 3.38
Total energy, eV: -79808.4608
Orbital gap, Eh: 0.347
Total charge: 0
Structure (SMILES): [O-]/[N+](O)=C\Br.C=O